1.
C11H7FeNO5 | ωB97M-V/def2-TZVPD

## Properties
- HOMO level (spin up / spin down): -16.81 / -16.88 eV
- ⟨S²⟩: 6.058
- Frontier orbital gap (spin up / spin down): 0.2944 / 0.1903 Ha
- DFT total energy: -57613.2017 eV

Geometry as ORCA input:
```
! wB97M-V def2-TZVPD RIJCOSX def2/J DEFGRID3
* xyz 2 5
O 2.3287 1.0706 -5.0636
C 1.8489 0.8526 -4.0284
Fe 1.0905 0.5053 -2.3735
O 1.6197 3.2139 -1.2691
C 1.2896 2.1381 -1.5426
C 0.5982 -1.2626 -2.5742
O 0.3444 -2.2978 -3.0135
C 2.4878 -0.2159 -1.3692
O 3.5177 -0.5763 -1.0133
C -0.6818 1.0521 -2.5603
O -1.6842 1.4249 -2.9857
C -1.7550 -0.8244 3.7692
C -1.1082 -0.5085 2.4489
C -1.7039 -1.0116 1.2702
C -1.0871 -0.6923 0.0201
N 0.0304 0.0192 -0.0571
C 0.6074 0.4833 1.0504
C 0.0573 0.2568 2.3286
H -2.7933 -0.4857 3.8254
H -1.7469 -1.8938 4.0003
H -1.1932 -0.3117 4.5469
H -2.6028 -1.6270 1.3264
H -1.5435 -1.0478 -0.9052
H 1.5345 1.0564 0.9332
H 0.5450 0.6822 3.2361
*
```


2.
CH5N3O2S | ωB97M-V/def2-TZVPD

## Properties
- HOMO level: -8.71 eV
- Frontier orbital gap: 0.3494 Ha
- DFT total energy: -20516.2033 eV

Geometry as ORCA input:
```
! wB97M-V def2-TZVPD RIJCOSX def2/J DEFGRID3
* xyz 0 1
C -1.1145 -0.1107 -0.1555
N 0.7560 -0.9400 0.6862
N -0.5297 -1.1249 0.2791
N -2.4385 0.1106 -0.6558
O 3.0126 -0.2969 -0.0751
O 1.3934 1.4978 0.5277
S 1.6712 0.1151 -0.3506
H -0.4452 0.8080 -0.1758
H 1.2003 -1.7195 0.9909
H 2.0229 1.5396 1.2587
H -2.5702 0.7949 -1.3799
H -2.9580 -0.6738 -0.9499
*
```


3.
C22H44Br6O12 | ωB97M-V/def2-TZVPD

## Properties
- HOMO level: -9.56 eV
- Frontier orbital gap: 0.3636 Ha
- SMILES string: CCOC(=O)OC.CCOC(=O)OC.CCOC(=O)OC.CCOC(=O)OC.BrCCBr.BrCCBr.BrCCBr
- DFT total energy: -468351.3146 eV

Geometry as ORCA input:
```
! wB97M-V def2-TZVPD RIJCOSX def2/J DEFGRID3
* xyz 0 1
Br -18.1094 -10.3218 12.5287
C -17.1110 -9.5806 14.0548
C -17.0265 -10.6952 15.0862
Br -15.6991 -10.2500 16.4802
H -17.6522 -8.7209 14.4500
H -16.1645 -9.1549 13.7219
H -16.6977 -11.6449 14.6643
H -17.9323 -10.8204 15.6795
Br -11.1399 -17.5365 11.2199
C -10.1605 -16.0961 10.1481
C -8.6984 -15.7288 10.5928
Br -8.7222 -15.2452 12.5573
H -10.7833 -15.2059 10.2367
H -10.1996 -16.3035 9.0788
H -8.1476 -14.9696 10.0376
H -8.0723 -16.6210 10.5897
Br -13.3871 -14.8495 9.2861
C -14.1023 -13.2325 10.2804
C -13.2706 -13.1546 11.5672
Br -14.3032 -12.0594 12.9772
H -15.1642 -13.4225 10.4364
H -13.9138 -12.3424 9.6801
H -12.3429 -12.6243 11.3522
H -13.1226 -14.1363 12.0173
C -20.7482 -13.9634 8.9111
C -20.3260 -12.7596 9.6433
O -18.9097 -12.6599 9.4605
C -18.3417 -11.7931 8.6171
O -18.9800 -11.1097 7.8151
O -17.0244 -11.7272 8.8177
C -16.1420 -10.8235 8.2087
H -20.0021 -14.7544 8.9863
H -20.8978 -13.8681 7.8356
H -21.7849 -14.2044 9.1461
H -20.4733 -12.8800 10.7165
H -20.8080 -11.8537 9.2756
H -16.4821 -9.8995 8.6764
H -16.2893 -10.9044 7.1317
H -15.1139 -11.0093 8.5197
C -14.7649 -18.6937 12.1484
C -15.3480 -17.9515 10.9558
O -15.5478 -16.5767 11.2792
C -16.6047 -16.1114 11.9096
O -17.4837 -16.7837 12.4068
O -16.3954 -14.7181 12.1126
C -17.5278 -13.9454 12.5875
H -13.8074 -18.2342 12.3934
H -14.4866 -19.7427 12.0468
H -15.3630 -18.5962 13.0544
H -16.3461 -18.2927 10.6812
H -14.6061 -17.8609 10.1624
H -18.3889 -14.1709 11.9585
H -17.3131 -12.8776 12.6309
H -17.7656 -14.1496 13.6314
C -11.5740 -19.0899 14.8592
C -10.6860 -17.9960 15.5121
O -10.7596 -16.7336 14.8890
C -11.8621 -15.9675 14.6390
O -11.8518 -14.9403 13.9214
O -12.9261 -16.4684 15.2869
C -14.2150 -16.0150 14.9777
H -12.5881 -18.7183 14.7123
H -11.6662 -19.9669 15.4998
H -11.1899 -19.3774 13.8804
H -9.6782 -18.4111 15.5012
H -10.8926 -17.8092 16.5659
H -14.3287 -14.9402 15.1192
H -14.8956 -16.6198 15.5770
H -14.5811 -16.2698 13.9832
C -11.4708 -11.6018 8.0707
C -10.5780 -12.8069 8.1030
O -9.4650 -12.4957 7.2810
C -8.5111 -13.3741 7.2127
O -8.4307 -14.5486 7.6763
O -7.5222 -12.7678 6.5585
C -6.3091 -13.4019 6.4866
H -11.0551 -10.7495 8.6082
H -12.4010 -11.7859 8.6082
H -11.7158 -11.3026 7.0516
H -11.0498 -13.6434 7.5876
H -10.3003 -13.0896 9.1184
H -6.3934 -14.1141 5.6657
H -6.1022 -13.8701 7.4489
H -5.5669 -12.6164 6.3446
*
```


4.
C4H10N2O | ωB97M-V/def2-TZVPD

## Properties
- HOMO level: -8.24 eV
- Frontier orbital gap: 0.3376 Ha
- SMILES string: C=CNC.NC=O
- DFT total energy: -9337.2580 eV

Geometry as ORCA input:
```
! wB97M-V def2-TZVPD RIJCOSX def2/J DEFGRID3
* xyz 0 1
C -2.5004 -0.4535 0.3464
N -3.3811 0.5386 0.0539
O -2.8055 -1.5830 0.6489
H -1.4564 -0.1182 0.2598
H -4.3606 0.3920 0.2374
H -3.0565 1.4895 0.0226
C 0.6502 1.3792 0.9027
C 1.1414 0.2038 0.5176
N 2.2503 0.0125 -0.2821
C 2.3106 -1.1880 -1.0969
H 1.0708 2.3124 0.5547
H -0.1431 1.4201 1.6324
H 0.6958 -0.7210 0.8718
H 2.5594 0.8497 -0.7518
H 3.2825 -1.2477 -1.5821
H 2.1988 -2.0614 -0.4559
H 1.5439 -1.2250 -1.8795
*
```


5.
C5H15N2OP | ωB97M-V/def2-TZVPD

## Properties
- HOMO level (spin up / spin down): -6.77 / -7.88 eV
- Frontier orbital gap (spin up / spin down): 0.2105 / 0.3199 Ha
- DFT total energy: -19743.5478 eV

Geometry as ORCA input:
```
! wB97M-V def2-TZVPD RIJCOSX def2/J DEFGRID3
* xyz 0 1
C 1.8542 -1.4030 0.2687
C 2.4008 0.5650 -1.2779
C 1.7219 0.9587 1.1699
C -3.0088 -1.5658 0.6275
C 1.8931 0.0595 0.0189
N -1.9807 1.8459 -1.0519
N -2.7684 -0.4845 -0.2949
O -1.3570 1.0064 1.3440
P -1.4052 0.5459 -0.0657
H 2.8257 -1.7477 0.6430
H 1.1101 -1.6376 1.0273
H 1.6351 -1.9610 -0.6397
H 3.4992 0.5920 -1.2539
H 2.0538 1.5780 -1.4703
H 2.1100 -0.0823 -2.1046
H 2.2433 0.5861 2.0533
H 2.0387 1.9740 0.9546
H 0.6578 0.9932 1.4603
H -2.7611 -1.2100 1.6265
H -4.0693 -1.8284 0.5937
H -2.4213 -2.4679 0.4150
H -1.5897 2.7256 -0.7379
H -1.8111 1.7258 -2.0424
H -2.8712 -0.7681 -1.2636
*
```


6.
C5H12N2O | ωB97M-V/def2-TZVPD

## Properties
- HOMO level (spin up / spin down): -8.00 / -8.00 eV
- Frontier orbital gap (spin up / spin down): 0.3226 / 0.3226 Ha
- DFT total energy: -10402.0226 eV

Geometry as ORCA input:
```
! wB97M-V def2-TZVPD RIJCOSX def2/J DEFGRID3
* xyz 0 1
C 0.2553 0.1393 0.6104
C -0.2522 0.7979 -0.5699
C -0.6036 -1.5286 -1.8226
C 1.7164 0.0113 0.8940
C -0.6629 -0.7194 1.4172
N 0.0907 2.2301 0.7683
N 0.4088 2.0267 -0.6672
O 0.3370 -0.5503 -1.4597
H -0.9042 2.4865 0.8397
H -0.0444 2.6886 -1.2896
H -1.3309 0.7507 -0.7507
H -0.6303 -2.3575 -1.1020
H -0.3150 -1.9380 -2.7964
H -1.6241 -1.1284 -1.9250
H -0.3353 -1.7600 1.3914
H 2.2867 0.6462 0.2234
H 2.0162 -1.0310 0.7755
H 1.9099 0.2954 1.9292
H -0.6221 -0.3905 2.4580
H -1.6959 -0.6689 1.0763
*
```


7.
C10H14N2O2 | ωB97M-V/def2-TZVPD

## Properties
- HOMO level: -9.09 eV
- Frontier orbital gap: 0.3659 Ha
- SMILES string: [H]/N=C1\[C@]23OC[C@@H](C)[C@@]2(N=C)OC[C@]13C
- DFT total energy: -17667.5759 eV

Geometry as ORCA input:
```
! wB97M-V def2-TZVPD RIJCOSX def2/J DEFGRID3
* xyz 0 1
C -2.2243 -0.6350 -0.4794
C 0.4733 -3.1948 -0.4471
C 0.8243 1.2226 -1.7037
C -0.6972 0.0204 1.5138
C 1.5550 0.0589 -0.9168
C -1.6128 0.4258 0.4228
C -0.9692 -0.0371 -0.8848
C 0.2697 -0.8922 -0.3909
C 2.3747 0.6303 0.2749
C -2.1686 1.7534 0.4830
N -3.2954 -1.2384 -0.6488
N 0.4327 -2.0721 -0.9895
O -0.5353 0.7218 -1.9436
O 0.1062 -0.9413 1.0362
H 0.8459 -4.0825 -0.9511
H 0.1477 -3.4180 0.5941
H 0.6079 2.0861 -1.0706
H 1.1448 1.5885 -2.7147
H -0.1549 1.0432 1.7117
H -1.2609 -0.3277 2.4345
H 2.2233 -0.5140 -1.5334
H 1.6763 1.2741 0.8081
H 3.0416 1.3552 -0.1261
H 2.8629 0.0223 0.9834
H -3.0386 2.0414 -0.1101
H -1.3285 2.4316 0.2015
H -2.5686 1.9027 1.6302
H -3.4091 -1.7324 -1.4803
*
```


8.
C6H12O2 | ωB97M-V/def2-TZVPD

## Properties
- HOMO level: -9.37 eV
- Frontier orbital gap: 0.3701 Ha
- SMILES string: C=C(C)O.C=CCO
- DFT total energy: -10509.7143 eV

Geometry as ORCA input:
```
! wB97M-V def2-TZVPD RIJCOSX def2/J DEFGRID3
* xyz 0 1
C -0.7429 1.0195 -1.1599
C -1.7068 -0.1263 -1.1471
C -0.7842 2.0584 -0.3012
O 0.0260 1.0285 -2.2864
H 0.5830 1.8167 -2.2969
H 1.1745 -0.1004 -0.2712
H -1.1563 -1.0667 -1.1099
H 0.4435 1.4355 0.9837
H -0.2384 2.9672 -0.5090
H -2.3697 -0.0677 -0.2886
H -2.3087 -0.1134 -2.0547
H -1.5858 2.1314 0.4130
C 1.4753 -0.2218 0.8105
C 0.6356 -1.3316 1.3703
C 0.9308 -2.6169 1.2748
O 1.2719 1.0027 1.4324
H 2.5414 -0.4660 0.8788
H -0.3140 -1.0108 1.7850
H 1.8632 -2.9530 0.8463
H 0.2619 -3.3851 1.6302
*
```